one.
A structure of composition C49H39CsN8O2P2S3Se2. Source: OMol25; level of theory: wB97M-V/def2-TZVPD.

```
106
Properties=species:S:1:pos:R:3
Cs -0.207 1.496 0.500
Se 4.755 -3.818 -2.474
Se 3.313 1.681 -0.086
S 1.848 3.133 6.538
S 1.215 2.836 3.682
S -2.741 1.852 -2.087
P 2.884 -4.159 -1.556
P 3.483 -0.316 -0.733
O -3.341 0.946 -3.048
O -1.307 2.066 -2.206
N 1.106 -3.360 0.220
N -0.925 4.886 4.419
N -4.038 3.888 3.049
N 1.318 -1.250 0.679
N -0.111 4.457 5.441
N 0.625 -2.354 0.920
N -3.019 1.554 -0.593
N -2.882 0.927 1.987
C 6.109 -1.772 1.968
C -4.888 4.181 2.065
C 3.525 -0.389 -2.547
C -4.519 3.543 -3.352
C -3.468 3.448 -2.449
C 2.523 -1.018 -3.275
C 1.893 -4.633 -4.124
C -3.538 5.981 1.293
C 4.529 0.306 -3.220
C -3.508 5.826 -2.142
C -4.689 5.210 1.162
C -2.965 4.587 -1.836
C -0.680 -5.226 -3.267
C 2.800 -7.919 0.081
C -5.070 4.784 -3.642
C -5.457 1.220 -0.586
C -0.377 -5.245 -4.623
C 6.194 -1.238 -0.757
C 3.795 -6.427 1.681
C -6.552 0.717 1.520
C 2.608 -6.855 -0.792
C -5.132 0.445 3.545
C 4.567 0.309 -4.603
C 2.547 -0.990 -4.662
C -1.978 4.215 4.212
C 3.604 -5.366 0.813
C 0.298 -4.907 -2.338
C 3.005 -5.578 -0.427
C 0.907 -4.948 -5.050
C 7.323 -1.714 -0.104
C -4.116 0.944 1.419
C -2.636 5.675 2.289
C 2.267 -1.538 -0.230
C -3.888 0.441 4.101
C 1.121 4.074 7.895
C 4.984 -1.290 1.321
C -4.562 5.927 -3.041
C -2.922 4.612 3.149
C 7.283 -1.984 1.254
C 2.133 -2.902 -0.526
C 3.576 -0.345 -5.327
C -6.612 0.964 0.178
C -4.202 1.244 0.001
C -2.778 0.687 3.267
C 3.391 -7.706 1.316
C 5.020 -1.025 -0.049
C -5.288 0.696 2.163
C 1.593 -4.612 -2.768
C 0.805 3.601 5.151
H 1.719 3.858 8.782
H 3.913 -4.366 1.095
H 0.089 3.772 8.059
H -5.540 1.398 -1.649
H 2.146 -7.023 -1.757
H -7.450 0.525 2.097
H -1.686 -5.441 -2.932
H -4.984 6.897 -3.275
H 4.252 -6.254 2.647
H -1.148 -5.482 -5.346
H -5.891 4.860 -4.345
H -1.772 0.693 3.680
H 3.533 -8.535 1.999
H 8.231 -1.891 -0.666
H 2.901 -4.391 -4.439
H -5.767 3.548 1.988
H 5.263 0.864 -2.651
H 1.755 -1.477 -5.217
H 3.597 -0.331 -6.410
H -3.742 0.263 5.158
H 8.164 -2.362 1.759
H 1.713 -1.522 -2.764
H -3.344 6.797 0.609
H -6.014 0.263 4.151
H 1.146 5.139 7.676
H -2.229 3.320 4.784
H -4.878 2.639 -3.824
H -1.708 6.214 2.423
H 0.063 -4.855 -1.282
H -2.149 4.498 -1.131
H -7.576 0.967 -0.321
H 4.072 -1.105 1.878
H -3.107 6.718 -1.675
H -5.400 5.388 0.366
H 6.070 -1.973 3.031
H 1.144 -4.951 -6.107
H 2.481 -8.914 -0.205
H 5.358 0.839 -5.119
H 6.223 -1.068 -1.823
```

Properties
**Net charge**: -2

=====

two.
A structure of composition C49H39CsN8O2P2S3Se2. Source: OMol25; level of theory: wB97M-V/def2-TZVPD.

```
106
Properties=species:S:1:pos:R:3
Cs -2.284 0.530 -1.318
Se 1.001 -4.231 1.257
Se -1.619 2.064 2.230
S -8.248 2.039 -1.341
S -5.772 0.879 -0.034
S -1.070 -2.129 -2.904
P 0.022 0.819 2.655
P 2.170 -2.519 1.668
O -1.633 -3.381 -3.375
O -1.306 -1.816 -1.504
N -6.010 3.180 -1.515
N 0.876 0.940 0.133
N -1.468 -0.848 -3.702
N 2.028 -0.824 -0.380
N -1.942 4.089 -1.483
N -4.628 3.331 -1.392
N 1.550 0.323 -0.814
N -2.583 1.360 -4.637
C 1.889 -2.767 5.741
C -2.602 6.297 -0.844
C -1.413 -1.529 -7.362
C -0.534 -0.649 3.577
C -0.620 -0.687 4.966
C 3.346 -0.924 5.230
C -0.680 4.481 -1.406
C 3.178 3.155 5.079
C 2.665 -3.639 -2.644
C -1.234 -1.748 -5.985
C 0.905 0.168 1.237
C 5.922 -4.032 1.779
C -1.279 6.697 -0.774
C -0.290 5.769 -1.056
C 0.707 -2.320 -3.055
C 3.178 -1.173 3.879
C 1.288 1.693 3.639
C 1.882 3.026 5.562
C -1.966 -0.376 -7.850
C -2.373 0.628 -6.937
C 0.938 2.319 4.836
C 4.563 -2.251 0.128
C 3.517 2.586 3.862
C -1.753 -2.802 4.851
C 5.885 -2.589 -0.137
C 3.920 -2.800 1.231
C -6.488 2.082 -0.977
C -4.307 4.556 -1.255
C -2.964 1.844 -7.351
C -1.655 -2.778 3.469
C 3.453 -2.627 -3.178
C 2.701 -1.726 6.163
C 4.608 -3.697 2.049
C 1.488 -1.299 -3.568
C -2.899 4.977 -1.193
C 1.291 -3.489 -2.590
C 2.338 -2.197 3.452
C 1.666 -0.971 0.910
C -1.611 -0.795 -5.051
C 2.577 1.860 3.145
C 6.567 -3.475 0.681
C -1.230 -1.756 5.599
C -1.055 -1.703 2.831
C -8.830 0.581 -0.470
C 1.700 -2.999 4.387
C -3.134 2.466 -5.053
C 2.865 -1.459 -3.637
C -2.201 0.431 -5.549
C -3.350 2.764 -6.419
H -8.403 -0.331 -0.878
H 4.516 2.710 3.462
H 0.761 6.020 -1.002
H 6.442 -4.732 2.421
H 1.599 3.499 6.495
H 3.911 3.723 5.639
H -3.816 3.700 -6.698
H 1.052 -3.793 4.034
H -9.916 0.572 -0.601
H -3.108 2.026 -8.411
H 4.531 -2.744 -3.213
H 2.835 1.430 2.186
H -5.070 5.333 -1.165
H 7.596 -3.737 0.464
H -0.090 2.286 5.173
H -1.098 -2.309 -8.046
H -2.036 -3.595 2.871
H -2.231 -3.639 5.346
H 0.666 -4.260 -2.159
H 1.013 -0.379 -3.881
H -3.436 3.173 -4.285
H 0.065 3.721 -1.620
H -0.809 -2.684 -5.652
H 1.375 -3.386 6.466
H -1.025 7.713 -0.495
H 2.830 -1.535 7.222
H -8.586 0.630 0.588
H -3.408 6.985 -0.623
H -0.996 -1.699 1.748
H 6.374 -2.157 -1.001
H 3.480 -0.655 -4.025
H -0.204 0.112 5.563
H -1.289 -1.777 6.681
H 4.018 -1.587 -0.526
H 4.106 -4.142 2.900
H 3.126 -4.535 -2.245
H 3.699 -0.569 3.147
H 3.972 -0.099 5.551
H -2.104 -0.215 -8.913
```

Properties
**Net charge**: -2

=====

Name the most stable of them. one.

=====

one.
The molecule C8H8O2. Source: OMol25; level of theory: wB97M-V/def2-TZVPD.

```
18
Properties=species:S:1:pos:R:3
O -2.169 1.661 0.481
O -4.315 0.348 -0.178
C -2.673 -1.673 0.216
C -1.685 0.943 -0.719
C 1.188 0.964 0.687
C -1.228 -1.358 0.220
C -0.774 -0.244 -0.320
C 0.709 0.124 -0.547
C -2.977 0.676 -0.066
C -3.422 -0.582 0.333
H -0.592 -2.087 0.555
H -1.527 1.661 -1.543
H -2.939 -2.675 0.421
H 2.266 0.838 0.851
H 0.648 1.893 0.674
H 0.812 0.240 1.624
H 0.892 0.675 -1.490
H 1.233 -0.913 -0.419
```

Properties
**SMILES string**: CCC1=CC=C2O[C@@]23O[C@@H]13

=====

two.
A cluster of 2 separate species, C8H8O2 in total. Source: OMol25; level of theory: wB97M-V/def2-TZVPD.

```
18
C8H8O2 (wB97M-V/def2-TZVPD)
O 0.171 -0.953 1.861
O -3.481 -0.439 1.384
C -3.297 0.525 0.492
C -2.927 0.365 -0.797
C -0.118 -0.289 0.679
C 1.057 -0.329 -0.075
C 1.218 0.108 -1.495
C 1.407 -1.415 1.825
C -2.594 0.493 -1.955
C 1.981 -1.138 0.632
H 1.824 -1.978 2.696
H 1.394 1.245 -1.765
H -3.483 1.546 0.759
H -3.214 -1.350 1.186
H 2.991 -1.491 0.260
H 0.169 -0.086 -1.939
H 1.942 -0.446 -2.169
H -2.562 0.573 -3.003
```

=====

Name the most stable of them. one.

=====

one.
The ion C8H12NS with charge +1. Source: OMol25; level of theory: wB97M-V/def2-TZVPD.

```
22
Properties=species:S:1:pos:R:3
S 1.713 1.142 -0.090
N -0.729 -0.400 1.202
C 0.883 -2.236 0.448
C -1.858 -0.270 2.136
C -0.900 0.190 -0.127
C -0.481 -1.709 0.604
C 2.193 2.074 -1.438
C 1.203 2.192 -2.370
C 0.120 0.890 -0.784
C 0.030 1.517 -2.016
H 1.640 -1.537 0.797
H -1.356 -2.293 0.381
H 0.131 -0.035 1.636
H 1.322 2.750 -3.281
H 3.186 2.477 -1.466
H -1.611 -0.732 3.091
H -2.086 0.784 2.288
H 0.979 -3.158 1.027
H -2.733 -0.768 1.721
H -0.858 1.499 -2.619
H 1.100 -2.493 -0.591
H -1.888 0.117 -0.547
```

Properties
**Net charge**: +1

=====

two.
The ion C8H12NS with charge +1. Source: OMol25; level of theory: wB97M-V/def2-TZVPD.

```
22
Properties=species:S:1:pos:R:3
S -1.954 -0.710 1.077
N 0.898 0.280 2.236
C -0.785 -1.760 0.289
C 1.492 0.396 -0.238
C -0.283 -1.830 -0.974
C 0.226 -0.879 -1.902
C -1.268 1.579 -0.584
C 1.152 0.007 -1.528
C -0.913 0.752 0.664
C 0.495 0.168 0.722
H -1.248 1.490 1.436
H 1.790 -0.242 2.219
H 0.266 -0.260 2.792
H 1.009 1.243 2.319
H -1.328 1.168 -1.598
H 0.068 -2.775 -1.323
H 2.476 0.497 0.048
H -0.933 -2.746 0.773
H -0.685 2.580 -0.622
H 1.665 0.436 -2.344
H 0.216 -1.186 -2.977
H -2.355 1.793 -0.485
```

Properties
**SMILES string**: C[C@H]1S\C=C/C=C\C=C/1[NH3+]
**Net charge**: +1

=====

Name the most stable of them. one.

=====

one.
The ion C3H8N3S with charge +1. Source: OMol25; level of theory: wB97M-V/def2-TZVPD.

```
15
Properties=species:S:1:pos:R:3
S 2.859 -0.361 -0.915
N -0.061 2.307 -0.733
N -0.317 0.043 -0.091
N 1.845 -1.172 0.096
C 0.482 -1.383 -0.300
C 0.134 1.080 -0.601
C -1.417 -0.272 0.864
H 2.184 -1.315 1.140
H 0.384 -1.561 -1.346
H -0.942 2.729 -0.591
H -0.146 -2.016 0.301
H -2.292 0.473 0.973
H -2.103 -1.017 0.562
H -1.194 -0.510 1.916
H 0.583 2.975 -1.275
```

Properties
**SMILES string**: C[N+](=C=[NH2+])CN[S-]
**Net charge**: +1

=====

two.
The ion C3H8N3S with charge +1. Source: OMol25; level of theory: wB97M-V/def2-TZVPD.

```
15
Properties=species:S:1:pos:R:3
S -2.137 0.406 -0.870
N -1.235 -0.950 -1.474
N 0.193 -0.362 0.210
N 0.125 2.016 0.091
C 1.227 -0.727 1.139
C -0.690 0.884 0.317
C -0.085 -1.154 -0.792
H -1.547 -1.573 -2.224
H 0.847 1.983 -0.660
H 1.486 -1.692 0.786
H 0.632 -1.836 -1.121
H -0.463 2.888 0.244
H 1.923 0.051 1.013
H 0.917 -0.905 2.132
H -1.191 0.972 1.209
```

Properties
**SMILES string**: CN1C=[NH+]S[C@@H]1N
**Net charge**: +1

=====

three.
A structure of composition C3H8N3S. Source: OMol25; level of theory: wB97M-V/def2-TZVPD.

```
15
Properties=species:S:1:pos:R:3
S 2.165 0.220 -0.611
N 2.000 -0.208 1.048
N -0.474 0.718 -2.422
N -0.213 0.032 0.282
C 0.509 0.312 -0.749
C 0.602 -0.338 1.440
C -1.647 0.029 0.349
H 0.340 -1.358 1.758
H 0.398 0.360 2.267
H -1.969 0.524 1.263
H -2.022 -0.997 0.361
H -0.430 -0.195 -2.866
H -2.033 0.549 -0.525
H 2.591 -0.994 1.288
H 0.184 1.344 -2.884
```

Properties
**Net charge**: +1

=====

four.
The ion C3H8N3S with charge +1. Source: OMol25; level of theory: wB97M-V/def2-TZVPD.

```
15
Properties=species:S:1:pos:R:3
S 3.443 -0.013 -0.003
N 1.149 1.519 -0.018
N -0.021 -0.755 -0.686
N -0.742 0.213 0.081
C 0.006 -2.023 -0.106
C -0.292 1.493 -0.413
C 1.955 0.491 -0.052
H -0.550 0.003 1.037
H 0.163 -2.070 1.023
H -0.814 2.284 0.043
H -1.723 0.113 0.054
H 0.813 -2.537 -0.512
H -0.487 1.425 -1.421
H 1.550 2.506 0.076
H -0.947 -2.540 -0.220
```

Properties
**Net charge**: +1

=====

Name the most stable of them. two.